This record from OMol25 describes a structure of composition C35H40N5OOsS. The level of theory is the ωB97M-V functional and the def2-TZVPD basis.

```
83
Properties=species:S:1:pos:R:3:forces:R:3:mulliken_charge:R:1
Os -0.14002 -0.28736 -1.31025 0.8 2.4 -0.4 -0.398
C -2.56011 4.09606 -0.15093 0.1 0.1 -0.1 -1.502
C -2.42128 2.57295 0.04207 -0.1 -0.2 0.0 0.599
C -3.80213 1.92080 0.01994 0.0 0.0 0.0 -1.697
C -1.48155 2.05904 -1.01612 -0.3 0.0 0.4 0.252
C -1.85574 1.12819 -1.99387 -0.4 -0.6 -0.7 -0.140
C -0.99130 0.84246 -3.08136 -0.4 -0.1 0.0 -1.369
C 0.30870 1.37683 -3.14880 0.2 -0.7 -0.3 1.203
C 1.20115 1.11103 -4.32675 0.0 0.1 0.2 -1.556
C 0.72075 2.18507 -2.06509 0.3 0.1 0.3 -0.714
C -0.15151 2.51377 -1.04515 0.4 0.2 0.2 -0.549
H -3.24056 4.49209 0.60119 0.0 0.0 0.0 0.442
H -2.97764 4.32403 -1.13328 0.0 0.0 0.0 0.423
H -1.61086 4.62260 -0.04794 0.0 0.0 0.0 0.390
H -1.94326 2.40632 1.01585 0.0 0.0 0.0 0.103
H -4.35241 2.20574 -0.87959 0.0 0.0 0.0 0.441
H -4.38081 2.27169 0.87297 0.0 0.0 0.0 0.416
H -3.77161 0.83086 0.07421 0.0 0.0 0.0 0.330
H -2.84058 0.68064 -1.99584 -0.1 0.2 0.0 0.705
H -1.32232 0.17709 -3.86693 -0.1 0.1 0.0 0.530
H 1.34928 0.04301 -4.49225 -0.1 0.0 0.0 0.304
H 2.17342 1.58181 -4.19630 0.0 0.0 0.0 0.375
H 0.74588 1.52132 -5.22985 0.0 0.0 0.0 0.420
H 1.72721 2.58930 -2.05391 0.0 0.0 0.0 0.574
H 0.19119 3.17853 -0.26033 0.0 0.0 0.0 0.758
C 0.95656 -3.74552 -2.82103 -0.1 -0.2 0.0 -1.353
C -0.42649 -3.14148 -2.81866 0.6 0.4 0.2 1.324
C -1.05256 -3.07262 -4.19044 0.0 -0.1 0.0 -1.617
C -1.34936 -3.69003 -1.75861 0.0 0.1 0.1 -1.392
O -0.22472 -1.62120 -2.47229 -1.0 -1.1 -0.6 0.854
H 0.87178 -4.75757 -3.22131 0.1 0.0 0.0 0.489
H 1.37808 -3.81790 -1.81917 0.0 0.0 0.0 0.284
H 1.62911 -3.18890 -3.47338 0.0 0.0 0.0 0.356
H -1.26771 -4.09484 -4.50971 0.0 0.0 0.0 0.490
H -0.37230 -2.63134 -4.91818 0.0 0.0 0.0 0.376
H -1.99770 -2.52926 -4.17284 0.0 0.0 0.0 0.393
H -1.45148 -4.76524 -1.91346 0.0 0.0 0.0 0.505
H -2.34301 -3.24588 -1.82647 0.0 0.0 0.0 0.357
H -0.93697 -3.54526 -0.75871 0.0 0.0 0.0 0.228
S -1.42166 0.12299 5.02385 0.0 0.0 0.0 -0.122
C -1.20072 -0.05097 3.33929 0.1 0.1 0.1 1.258
C -0.07098 0.59078 2.76806 0.0 0.0 0.0 -0.937
C 0.15459 0.49963 1.43071 -0.1 -0.1 0.3 -0.183
N -0.71003 -0.15763 0.59697 0.5 -0.4 0.5 1.102
C -1.77503 -0.80369 1.13635 -0.1 0.2 -0.1 -2.002
C -2.04196 -0.77816 2.47314 -0.1 -0.1 0.0 -0.554
C -2.90369 -0.81685 5.32167 0.0 0.1 0.0 0.057
C -4.12263 -0.16121 5.36576 -0.2 0.0 0.0 0.029
C -5.25382 -0.93274 5.62368 0.2 0.0 0.0 -0.409
N -5.19669 -2.24439 5.82517 -0.2 -0.1 0.0 -0.508
C -4.01652 -2.85381 5.80576 0.1 0.2 -0.1 -0.382
C -2.82384 -2.17847 5.55817 0.0 -0.2 0.1 0.001
H 0.62827 1.13625 3.39039 0.0 0.0 0.0 0.557
H 1.05278 0.92858 0.99416 -0.1 0.0 0.0 0.190
H -2.41381 -1.33448 0.44119 0.0 0.0 0.0 0.715
H -2.90659 -1.30668 2.85206 0.0 0.0 0.0 0.465
H -4.20190 0.90897 5.22325 0.0 0.0 0.0 0.443
H -6.23279 -0.47182 5.67343 0.0 0.0 0.0 0.390
H -4.01634 -3.91926 6.00013 0.0 0.0 0.0 0.394
H -1.87635 -2.70190 5.57183 0.0 0.0 0.0 0.444
C 2.70216 -2.72727 0.86967 0.2 -0.1 0.1 -1.071
C 1.55101 -2.21161 0.33384 -0.1 0.1 -0.1 -0.210
N 1.58330 -1.16433 -0.51929 0.0 0.0 0.1 0.408
C 2.76203 -0.58744 -0.81572 -0.1 -0.2 0.0 -0.043
C 3.96211 -1.01333 -0.26389 0.0 -0.1 0.0 0.411
C 3.92175 -2.13500 0.55774 0.0 0.0 0.1 -0.541
C 5.23999 -0.37082 -0.60955 0.0 0.0 0.0 -1.061
C 5.53642 0.92765 -0.67684 0.0 0.0 0.1 -0.813
C 4.77947 2.12664 -0.26724 0.0 0.2 0.0 1.139
C 5.43141 3.35240 -0.34642 0.0 0.0 0.0 -0.716
C 4.75396 4.48516 0.08280 0.1 -0.1 0.0 -0.292
N 3.52696 4.41012 0.58833 -0.1 0.1 0.0 -0.552
C 3.00090 3.19966 0.64767 0.1 -0.1 0.0 -0.280
N 3.53079 2.05469 0.23100 -0.1 -0.2 -0.1 -0.228
H 2.65089 -3.58777 1.52250 0.0 0.0 0.0 0.541
H 0.58046 -2.62922 0.56315 0.0 0.0 0.0 0.392
H 2.74741 0.21241 -1.53980 0.0 0.0 0.0 0.617
H 4.84027 -2.54047 0.96537 0.0 0.0 0.0 0.577
H 6.05264 -1.06289 -0.80535 -0.1 0.0 -0.1 0.444
H 6.54581 1.16016 -0.99457 0.0 0.0 0.0 0.377
H 6.44024 3.42306 -0.73002 0.0 0.0 0.0 0.410
H 5.20603 5.46822 0.03086 0.0 0.0 0.0 0.443
H 2.01655 3.13798 1.10333 -0.1 0.0 0.0 0.467
```
Forces are in eV/Å.

Output
- charge = +3
- calculated total energy (eV) = -59717.0392